[1]
273
Properties=species:S:1:pos:R:3:lowdin_charge:R:1 method="wB97M-V/def2-TZVPD" e_lumo_ha=0.0006 spin_multiplicity=1 e_homo_ha=-0.309 de_lowest_kcal_mol=189.1 orbital_gap_ev=8.42
C -22.587 13.654 -6.603 -0.147
O -23.387 14.605 -6.010 -0.178
C -22.814 15.874 -5.784 -0.205
C -23.745 16.771 -4.873 -0.190
N -24.128 16.195 -3.574 -0.064
C -25.231 16.847 -2.849 -0.182
C -25.637 15.972 -1.603 -0.193
O -24.564 16.015 -0.687 -0.186
C -24.012 14.792 -0.340 -0.150
H -23.141 12.751 -6.858 0.085
H -21.764 13.205 -6.047 0.084
H -22.180 14.063 -7.527 0.086
H -22.765 16.419 -6.727 0.116
H -21.840 15.906 -5.295 0.119
H -24.607 17.024 -5.489 0.105
H -23.184 17.690 -4.707 0.110
H -24.143 15.185 -3.545 0.098
H -26.125 16.994 -3.454 0.103
H -24.947 17.846 -2.517 0.113
H -25.739 14.928 -1.900 0.111
H -26.532 16.344 -1.104 0.118
H -24.661 13.995 0.023 0.080
H -23.339 14.987 0.494 0.089
H -23.484 14.258 -1.131 0.079
C -10.943 21.257 -11.471 -0.062
O -11.133 22.617 -12.027 -0.191
C -11.556 22.562 -13.333 -0.296
C -12.204 23.882 -13.807 -0.166
N -13.695 23.809 -13.844 -0.062
C -14.309 23.314 -12.588 -0.209
C -15.818 23.256 -12.758 -0.210
O -16.438 24.533 -12.945 -0.200
C -16.193 25.484 -11.886 -0.105
H -11.850 20.670 -11.326 0.082
H -10.529 21.480 -10.488 0.082
H -10.168 20.700 -11.998 0.082
H -12.207 21.729 -13.597 0.117
H -10.617 22.459 -13.878 0.115
H -11.997 24.031 -14.867 0.108
H -11.783 24.729 -13.264 0.117
H -14.003 23.213 -14.600 0.100
H -13.953 23.988 -11.808 0.116
H -13.943 22.318 -12.341 0.101
H -16.319 22.911 -11.854 0.112
H -16.162 22.608 -13.564 0.123
H -16.336 25.062 -10.891 0.083
H -16.952 26.264 -11.945 0.081
H -15.227 25.985 -11.956 0.080
C -15.132 21.120 0.588 -0.141
O -14.662 21.361 -0.695 -0.197
C -13.330 20.893 -1.008 -0.188
C -13.212 20.634 -2.519 -0.228
N -14.067 19.530 -2.958 -0.053
C -13.940 19.295 -4.422 -0.197
C -14.719 18.093 -5.000 -0.245
O -14.338 17.941 -6.330 -0.212
C -15.136 16.987 -7.109 -0.072
H -15.065 20.123 1.023 0.085
H -16.206 21.293 0.521 0.087
H -14.662 21.845 1.253 0.086
H -13.199 19.974 -0.437 0.116
H -12.525 21.581 -0.747 0.115
H -12.171 20.361 -2.692 0.111
H -13.234 21.552 -3.106 0.116
H -15.022 19.793 -2.759 0.101
H -12.863 19.203 -4.563 0.115
H -14.282 20.115 -5.054 0.115
H -15.759 18.416 -4.948 0.120
H -14.408 17.147 -4.558 0.126
H -14.815 17.060 -8.148 0.081
H -16.165 17.348 -7.086 0.078
H -15.119 15.933 -6.831 0.080
C -2.656 17.509 -29.976 -0.122
O -3.243 16.630 -29.032 -0.183
C -3.919 17.344 -27.993 -0.227
C -4.787 16.456 -27.092 -0.211
N -5.641 17.121 -26.096 -0.056
C -4.791 17.739 -25.040 -0.196
C -5.768 18.256 -23.903 -0.200
O -6.393 17.147 -23.225 -0.207
C -7.595 17.528 -22.615 -0.123
H -2.082 18.303 -29.498 0.083
H -3.410 17.976 -30.610 0.083
H -1.998 16.976 -30.663 0.085
H -4.481 18.204 -28.358 0.124
H -3.131 17.735 -27.350 0.110
H -4.189 15.721 -26.554 0.115
H -5.386 15.857 -27.778 0.116
H -6.084 16.412 -25.531 0.096
H -4.374 18.638 -25.494 0.106
H -3.997 17.145 -24.588 0.116
H -6.509 18.837 -24.451 0.111
H -5.240 18.918 -23.217 0.114
H -8.354 17.486 -23.395 0.090
H -7.521 18.457 -22.051 0.089
H -7.789 16.697 -21.937 0.088
C -16.032 6.973 -30.331 -0.137
O -17.430 7.076 -30.223 -0.204
C -18.055 8.369 -30.573 -0.163
C -19.541 8.079 -30.770 -0.224
N -20.291 8.356 -29.533 -0.048
C -21.755 8.273 -29.896 -0.196
C -22.623 8.877 -28.752 -0.178
O -22.604 7.846 -27.728 -0.228
C -23.672 7.782 -26.722 -0.080
H -15.677 7.604 -29.516 0.076
H -15.601 7.385 -31.244 0.081
H -15.526 6.037 -30.096 0.083
H -17.698 8.665 -31.560 0.112
H -17.924 9.191 -29.870 0.121
H -19.809 7.114 -31.200 0.127
H -19.837 8.807 -31.525 0.103
H -20.218 9.321 -29.244 0.092
H -22.030 7.248 -30.147 0.116
H -21.971 8.822 -30.812 0.101
H -23.661 9.082 -29.014 0.113
H -22.142 9.762 -28.334 0.112
H -23.533 6.850 -26.174 0.083
H -24.687 7.817 -27.119 0.077
H -23.562 8.625 -26.041 0.068
C -30.900 15.908 -6.482 -0.117
O -30.958 17.277 -6.131 -0.195
C -31.858 17.968 -6.950 -0.247
C -31.575 19.471 -6.894 -0.206
N -30.335 19.767 -7.624 -0.036
C -30.080 21.231 -7.788 -0.223
C -29.041 21.501 -8.785 -0.253
O -27.828 20.824 -8.407 -0.201
C -26.716 21.252 -9.182 -0.100
H -31.834 15.345 -6.454 0.082
H -30.239 15.364 -5.807 0.086
H -30.539 15.854 -7.509 0.086
H -32.797 17.701 -6.466 0.124
H -31.746 17.680 -7.995 0.121
H -31.546 19.812 -5.859 0.117
H -32.428 19.921 -7.402 0.115
H -29.540 19.295 -7.215 0.107
H -29.798 21.790 -6.896 0.118
H -31.018 21.686 -8.109 0.119
H -28.996 22.573 -8.973 0.124
H -29.367 21.011 -9.703 0.122
H -26.631 22.339 -9.200 0.083
H -26.958 20.770 -10.129 0.090
H -25.797 20.856 -8.750 0.085
C -14.102 18.095 -27.912 -0.122
O -15.319 18.655 -28.371 -0.181
C -15.611 19.844 -27.629 -0.209
C -17.120 20.246 -27.780 -0.216
N -17.964 19.289 -27.100 -0.065
C -19.328 19.655 -27.428 -0.216
C -20.295 19.111 -26.344 -0.220
O -20.343 17.684 -26.342 -0.206
C -20.931 17.127 -25.155 -0.093
H -14.148 17.064 -28.265 0.087
H -13.917 18.080 -26.838 0.084
H -13.232 18.550 -28.385 0.085
H -15.111 20.745 -27.986 0.111
H -15.257 19.682 -26.610 0.109
H -17.342 20.309 -28.845 0.117
H -17.235 21.226 -27.318 0.115
H -17.765 18.351 -27.419 0.113
H -19.539 19.313 -28.441 0.120
H -19.492 20.732 -27.389 0.116
H -21.320 19.463 -26.465 0.115
H -19.950 19.569 -25.418 0.111
H -20.727 16.062 -25.045 0.082
H -22.005 17.246 -25.299 0.083
H -20.596 17.651 -24.259 0.083
C -17.174 5.950 -12.968 -0.129
O -16.248 5.525 -11.991 -0.199
C -15.849 6.523 -10.957 -0.162
C -14.811 5.938 -9.973 -0.244
N -13.591 5.541 -10.614 -0.071
C -12.592 5.170 -9.654 -0.233
C -11.323 4.696 -10.368 -0.209
O -10.444 4.084 -9.466 -0.203
C -10.125 4.790 -8.240 -0.095
H -18.056 6.454 -12.573 0.076
H -17.535 4.995 -13.348 0.090
H -16.760 6.665 -13.680 0.084
H -16.690 6.912 -10.383 0.108
H -15.494 7.476 -11.349 0.114
H -15.199 5.097 -9.400 0.115
H -14.683 6.657 -9.164 0.118
H -13.988 4.769 -11.131 0.113
H -12.998 4.438 -8.957 0.123
H -12.360 6.041 -9.040 0.115
H -10.766 5.491 -10.865 0.124
H -11.459 3.850 -11.042 0.128
H -9.720 5.794 -8.368 0.084
H -9.431 4.254 -7.592 0.085
H -11.029 4.949 -7.652 0.067
C -15.919 12.649 -22.817 -0.115
O -15.378 13.814 -22.225 -0.195
C -16.332 14.890 -21.940 -0.181
C -17.264 14.693 -20.702 -0.205
N -16.466 14.481 -19.461 -0.054
C -17.359 13.912 -18.486 -0.252
C -18.573 14.693 -18.023 -0.191
O -18.247 15.640 -16.966 -0.186
C -19.376 16.323 -16.450 -0.122
H -16.497 12.098 -22.075 0.077
H -15.086 12.007 -23.103 0.087
H -16.581 12.862 -23.656 0.086
H -16.949 15.225 -22.774 0.109
H -15.826 15.840 -21.768 0.113
H -17.972 13.875 -20.831 0.107
H -17.846 15.610 -20.615 0.110
H -15.722 13.819 -19.629 0.103
H -16.711 13.714 -17.632 0.122
H -17.594 12.886 -18.768 0.114
H -19.142 13.912 -17.518 0.119
H -19.145 15.071 -18.870 0.114
H -19.839 16.886 -17.259 0.075
H -19.189 17.057 -15.666 0.087
H -20.174 15.649 -16.136 0.081
C -9.420 7.581 -21.203 -0.133
O -8.822 8.654 -20.564 -0.170
C -9.043 8.675 -19.185 -0.248
C -8.438 9.875 -18.540 -0.226
N -8.227 9.625 -17.114 -0.069
C -7.846 10.891 -16.447 -0.191
C -7.327 10.577 -14.996 -0.176
O -8.383 10.471 -14.035 -0.215
C -8.950 11.649 -13.512 -0.118
H -9.007 7.306 -22.174 0.088
H -10.499 7.724 -21.261 0.089
H -9.215 6.672 -20.637 0.082
H -8.660 7.753 -18.748 0.127
H -10.103 8.699 -18.934 0.125
H -8.956 10.831 -18.618 0.117
H -7.444 10.093 -18.930 0.124
H -9.138 9.441 -16.718 0.106
H -8.669 11.603 -16.380 0.103
H -7.162 11.446 -17.089 0.114
H -6.791 11.453 -14.631 0.105
H -6.668 9.714 -14.907 0.121
H -8.993 12.369 -14.330 0.073
H -8.346 12.156 -12.760 0.081
H -9.932 11.427 -13.096 0.090
O -20.018 20.507 -19.139 -0.053
H -19.526 20.733 -19.929 0.025
H -19.361 20.149 -18.542 0.024
O -26.274 13.939 -11.231 -0.052
H -26.211 13.141 -11.756 0.027
H -25.739 13.762 -10.458 0.026
O -17.096 21.819 -22.651 -0.052
H -16.646 22.655 -22.774 0.030
H -17.226 21.484 -23.538 0.021
O -20.744 9.312 -23.767 -0.052
H -19.978 8.799 -24.024 0.033
H -21.427 9.049 -24.384 0.014
O -26.081 14.318 -17.765 -0.053
H -25.493 13.731 -18.241 0.025
H -26.580 13.740 -17.187 0.027
O -20.003 14.014 -29.150 -0.053
H -19.466 14.629 -29.651 0.029
H -20.398 14.548 -28.460 0.023
O -15.273 19.435 -18.168 -0.054
H -15.450 18.501 -18.287 0.027
H -15.496 19.830 -19.011 0.025
O -17.307 5.838 -25.689 -0.054
H -17.154 6.057 -26.609 0.023
H -17.802 5.018 -25.718 0.030
O -8.942 12.486 -24.214 -0.053
H -8.935 11.544 -24.380 0.027
H -9.863 12.697 -24.059 0.026
O -25.080 19.652 -18.440 -0.054
H -24.185 19.985 -18.500 0.026
H -24.977 18.716 -18.270 0.027
O -23.443 10.947 -19.935 -0.055
H -22.854 10.717 -20.653 0.028
H -23.634 10.113 -19.506 0.028

[2]
117
Properties=species:S:1:pos:R:3:lowdin_charge:R:1 method="wB97M-V/def2-TZVPD" e_lumo_ha="-0.1332 / -0.2005" spin_multiplicity=6 e_homo_ha="-0.349 / -0.393" de_lowest_kcal_mol=112.0 orbital_gap_ev="5.88 / 5.24" charge=+1
Ru 0.622 -0.529 -0.427 1.044
O -3.887 -0.858 0.898 0.123
C -3.043 -0.416 0.162 -0.414
O -1.795 -0.179 0.628 -0.094
C -3.346 -0.015 -1.297 -0.101
C -4.697 -0.213 -1.548 -0.016
C -5.244 0.019 -2.785 -0.052
C -4.432 0.402 -3.819 -0.041
C -3.084 0.598 -3.574 -0.081
C -2.506 0.356 -2.318 -0.289
P -0.685 0.348 -2.365 1.072
C -0.431 -0.548 -3.953 -0.348
C -0.781 -1.928 -3.960 -0.074
C -0.691 -2.679 -5.101 -0.070
C -0.177 -2.077 -6.241 -0.075
C 0.209 -0.768 -6.229 -0.064
C 0.135 0.008 -5.061 -0.079
C -0.283 2.088 -2.775 -0.389
C 1.045 2.364 -3.036 -0.141
C 1.496 3.651 -3.292 -0.066
C 0.548 4.655 -3.390 -0.071
C -0.819 4.402 -3.165 -0.041
C -1.228 3.106 -2.821 -0.079
H -5.377 -0.484 -0.747 0.131
H -6.317 -0.078 -2.935 0.121
H -4.860 0.603 -4.801 0.121
H -2.455 1.006 -4.341 0.109
H -1.264 -2.416 -3.081 0.097
H -1.051 -3.706 -5.116 0.101
H -0.071 -2.678 -7.131 0.111
H 0.647 -0.319 -7.115 0.113
H 0.553 1.011 -5.126 0.110
H 1.745 1.568 -3.045 0.083
H 2.563 3.820 -3.525 0.123
H 0.935 5.632 -3.683 0.110
H -1.536 5.218 -3.168 0.110
H -2.258 2.839 -2.662 0.100
C -3.593 -5.204 -4.073 -0.043
C -2.908 -4.760 -2.823 -0.274
C -1.616 -5.147 -2.462 -0.038
C -0.940 -4.629 -1.342 -0.058
C -1.547 -3.675 -0.502 -0.321
C -2.891 -3.374 -0.786 -0.057
C -3.522 -3.874 -1.929 -0.023
S -0.460 -2.816 0.661 0.939
O 0.414 -3.832 1.227 -0.393
C -1.609 -2.166 1.816 -0.304
C -2.549 -2.974 2.440 -0.038
C -3.237 -2.430 3.535 0.018
C -3.174 -1.050 3.869 -0.188
C -3.916 -0.617 4.951 0.006
C -3.765 0.725 5.402 -0.039
C -2.936 1.637 4.748 -0.024
C -2.208 1.174 3.633 0.017
C -2.342 -0.129 3.174 -0.055
C -1.458 -0.654 2.031 -0.242
C -0.008 -0.133 2.139 -0.124
C 0.857 -0.883 3.017 -0.103
C 0.419 -1.857 3.919 -0.010
C 1.266 -2.530 4.745 -0.041
C 2.632 -2.276 4.713 -0.049
C 3.108 -1.342 3.827 -0.007
C 2.241 -0.590 3.014 -0.144
C 2.736 0.491 2.244 -0.018
C 1.883 1.308 1.595 -0.106
C 0.468 1.004 1.472 -0.311
S -0.374 2.455 0.584 1.013
O -1.861 2.424 0.729 -0.470
C 0.155 3.796 1.643 -0.375
C 1.356 4.431 1.368 -0.062
C 1.818 5.443 2.265 -0.008
C 1.060 5.782 3.370 -0.260
C 1.596 6.835 4.345 -0.031
C -0.137 5.136 3.576 -0.045
C -0.603 4.186 2.741 -0.070
H -3.274 -6.155 -4.441 0.071
H -3.355 -4.533 -4.956 0.100
H -4.673 -5.222 -4.019 0.079
H -1.114 -5.908 -3.070 0.125
H 0.041 -4.998 -1.156 0.105
H -3.493 -2.696 -0.181 0.094
H -4.542 -3.564 -2.175 0.123
H -2.662 -4.044 2.237 0.142
H -4.052 -3.010 4.017 0.138
H -4.571 -1.238 5.515 0.110
H -4.294 1.026 6.309 0.110
H -2.896 2.663 5.058 0.104
H -1.601 1.860 3.127 0.055
H -0.635 -2.051 3.997 0.103
H 0.929 -3.335 5.400 0.122
H 3.358 -2.726 5.346 0.105
H 4.191 -1.225 3.694 0.127
H 3.809 0.663 2.213 0.132
H 2.296 2.119 1.073 0.076
H 1.944 4.063 0.534 0.103
H 2.791 5.861 2.073 0.111
H 1.491 6.465 5.370 0.083
H 1.012 7.786 4.330 0.099
H 2.612 7.050 4.114 0.060
H -0.656 5.429 4.511 0.137
H -1.587 3.756 2.866 0.100
O 2.540 -1.492 -0.083 -0.109
C 3.239 -0.483 -0.491 -0.595
O 2.659 0.527 -0.964 -0.054
C 4.692 -0.574 -0.377 -0.164
C 5.473 0.595 -0.346 0.016
C 6.839 0.420 -0.229 0.007
C 7.374 -0.870 -0.169 -0.139
C 6.596 -2.006 -0.259 0.008
C 5.229 -1.831 -0.286 -0.002
N 8.823 -1.000 -0.072 -0.386
O 9.302 -2.113 -0.052 0.187
O 9.437 0.029 -0.017 0.175
H 5.036 1.566 -0.514 0.122
H 7.515 1.233 -0.184 0.103
H 7.049 -2.989 -0.316 0.122
H 4.592 -2.734 -0.362 0.142